Record 1
{"formula": "C5H8N2", "method": "ωB97M-V/def2-TZVPD", "species": ["C", "N", "C", "N", "C", "C", "C", "H", "H", "H", "H", "H", "H", "H", "H"], "coordinates": [[1.90176, -1.78181, -0.48394], [0.88109, -0.82144, 0.00465], [1.24844, 0.26857, 0.64158], [0.34373, 1.23518, 0.89427], [-0.83057, 0.84426, 0.34611], [-2.11924, 1.64907, 0.03259], [-1.02512, -0.30885, -0.29063], [1.97943, -1.74365, -1.57596], [2.92837, -1.61635, -0.09229], [1.61285, -2.79736, -0.20590], [2.28749, 0.43064, 0.98340], [-2.43894, 2.15897, 0.93095], [-1.87232, 2.34025, -0.77800], [-2.99790, 1.07905, -0.34370], [-1.89906, -0.93652, -0.06313]], "de_lowest_kj_mol": 341.27, "charge": 0, "spin_multiplicity": 1, "molar_mass_da": 96.1, "homo_lumo_gap_ev": 9.5703}

***

Record 2
{"formula": "C3H7NO2", "method": "ωB97M-V/def2-TZVPD", "species": ["C", "C", "C", "N", "O", "O", "H", "H", "H", "H", "H", "H", "H"], "coordinates": [[-0.06733, 1.34880, 1.08418], [-0.63763, 0.43631, -0.00538], [0.43150, -0.18311, -0.78186], [0.34431, -1.89730, -0.61193], [1.05433, -2.39217, -1.46776], [-0.42879, -2.36899, 0.18586], [-0.08777, 2.36939, 0.73517], [-0.85595, 1.10624, 1.84324], [0.85082, 0.95777, 1.47888], [-1.39168, 0.93835, -0.63610], [-1.07135, -0.35908, 0.48807], [0.41033, -0.00290, -1.78304], [1.44923, 0.04669, -0.52935]], "smiles": "CCC[N+](=O)[O-]", "de_lowest_kj_mol": 465.03, "charge": 0, "spin_multiplicity": 1, "molar_mass_da": 89.1, "homo_lumo_gap_ev": 11.0988}

***

Record 3
{"formula": "C37H36BF5N12V", "method": "ωB97M-V/def2-TZVPD", "species": ["V", "C", "C", "C", "C", "C", "N", "C", "C", "C", "C", "C", "C", "C", "N", "C", "C", "C", "N", "C", "C", "N", "C", "C", "C", "N", "H", "H", "H", "H", "H", "H", "H", "H", "H", "H", "H", "H", "H", "H", "H", "H", "H", "H", "F", "B", "F", "F", "F", "N", "C", "C", "C", "N", "C", "N", "C", "N", "C", "N", "C", "N", "C", "N", "C", "C", "H", "H", "H", "H", "H", "H", "H", "H", "H", "H", "H", "H", "F", "C", "C", "C", "C", "C", "C", "C", "H", "H", "H", "H", "H", "H"], "coordinates": [[12.50705, 13.14065, 12.77151], [15.23602, 16.76179, 7.78651], [14.64595, 16.28981, 9.08774], [13.45259, 16.82045, 9.55655], [12.92240, 16.37759, 10.73146], [13.59154, 15.42794, 11.53722], [13.05928, 14.99367, 12.78978], [12.84711, 15.95887, 13.77501], [13.21973, 17.31940, 13.61332], [12.95117, 18.28472, 14.55050], [12.28986, 17.95035, 15.72329], [11.93135, 19.01976, 16.72752], [12.00916, 16.61035, 15.95317], [12.26998, 15.61843, 15.02083], [11.96785, 14.25379, 15.38922], [11.08235, 13.86873, 16.32340], [11.25937, 12.50198, 16.55361], [12.26300, 12.13793, 15.66740], [12.67932, 13.18196, 14.95618], [14.77709, 14.87622, 11.02548], [15.26434, 15.28766, 9.79925], [15.45389, 13.86352, 11.75646], [16.80224, 13.72437, 11.93397], [16.99415, 12.69548, 12.81425], [15.69557, 12.24577, 13.12486], [14.77101, 12.95407, 12.49724], [14.96738, 17.79529, 7.58920], [16.32037, 16.66335, 7.78954], [14.87454, 16.18166, 6.94094], [12.92007, 17.56457, 8.96119], [11.97272, 16.73377, 11.10370], [13.76997, 17.55950, 12.70524], [13.26555, 19.31241, 14.37849], [12.21012, 20.01201, 16.36661], [10.85995, 19.04931, 16.92915], [12.44349, 18.87692, 17.67749], [11.57488, 16.31582, 16.88917], [10.36988, 14.57514, 16.70320], [10.73448, 11.88805, 17.25174], [12.70808, 11.17367, 15.50196], [16.13310, 14.80328, 9.39535], [17.46141, 14.40712, 11.42454], [17.91416, 12.28818, 13.19226], [15.37146, 11.46371, 13.79919], [9.25333, 15.21130, 14.39105], [9.56018, 14.89039, 13.10437], [10.17015, 15.90155, 12.42026], [8.46209, 14.40536, 12.42747], [10.54765, 13.73699, 13.18706], [12.78002, 10.94467, 13.16334], [13.25766, 9.90356, 12.92655], [13.90470, 8.70075, 12.67228], [13.29425, 7.46792, 13.05941], [12.67811, 6.55057, 13.42182], [15.23556, 8.74232, 12.15314], [16.29211, 8.88845, 11.69691], [9.87512, 9.39775, 12.92913], [9.70012, 10.85142, 12.86800], [8.93348, 11.25964, 14.03362], [7.61487, 10.60606, 14.08446], [7.83532, 9.16472, 14.11721], [8.58887, 8.70237, 12.96051], [7.84560, 9.06961, 11.76098], [7.61822, 10.51792, 11.65570], [8.92628, 11.18588, 11.66412], [6.89453, 10.94875, 12.86686], [10.41091, 9.14681, 13.84127], [10.44205, 9.05103, 12.06157], [8.78822, 12.35212, 13.99793], [9.47688, 10.96881, 14.94143], [6.86626, 8.63528, 14.13402], [8.37419, 8.90238, 15.03845], [6.88274, 8.57517, 11.74917], [8.41792, 8.73696, 10.90409], [8.79280, 12.26197, 11.61470], [9.48629, 10.83870, 10.79836], [5.92437, 10.44356, 12.89044], [6.76747, 12.02055, 12.82170], [13.64815, 14.46716, 5.82166], [13.19699, 14.01017, 7.03104], [13.92770, 13.03064, 7.67856], [13.50380, 12.58372, 8.91961], [12.36287, 13.13848, 9.52768], [11.81653, 12.66786, 10.81847], [11.67655, 14.13519, 8.83774], [12.06926, 14.56016, 7.59212], [14.81075, 12.62792, 7.19174], [14.02782, 11.78031, 9.41764], [11.91112, 11.58457, 10.90672], [10.75874, 12.91526, 10.86982], [10.78878, 14.54823, 9.30846], [11.51798, 15.33462, 7.08250]], "de_lowest_kj_mol": 0.00, "charge": -1, "spin_multiplicity": 3, "molar_mass_da": 805.5, "homo_lumo_gap_ev": [7.6085, 7.5903]}

***

Record 4
{"formula": "C20H55FN5O5Pd", "method": "ωB97M-V/def2-TZVPD", "species": ["Pd", "F", "C", "C", "C", "O", "C", "N", "H", "H", "H", "H", "H", "H", "H", "H", "H", "H", "H", "C", "C", "C", "O", "C", "N", "H", "H", "H", "H", "H", "H", "H", "H", "H", "H", "H", "C", "C", "C", "O", "C", "N", "H", "H", "H", "H", "H", "H", "H", "H", "H", "H", "H", "C", "C", "C", "O", "C", "N", "H", "H", "H", "H", "H", "H", "H", "H", "H", "H", "H", "C", "C", "C", "O", "C", "N", "H", "H", "H", "H", "H", "H", "H", "H", "H", "H", "H"], "coordinates": [[0.03522, 1.35963, -2.05713], [0.48550, 0.44710, -0.20348], [-3.31231, -1.25972, -1.20170], [-2.85932, -0.13658, -2.11389], [-4.03762, 0.66822, -2.68210], [-4.59046, 1.48571, -1.68682], [-6.00755, 1.41213, -1.59286], [-2.03616, 0.83062, -1.30371], [-2.44583, -1.83290, -0.85736], [-3.90454, -1.95854, -1.79882], [-3.87432, -0.95795, -0.31831], [-2.25285, -0.49048, -2.94650], [-4.76535, 0.02492, -3.18554], [-3.70597, 1.32701, -3.49694], [-6.34499, 0.37839, -1.49508], [-6.37830, 1.85236, -2.52831], [-6.41488, 2.03061, -0.79818], [-1.63117, 0.23510, -0.57929], [-2.74451, 1.37390, -0.79865], [4.20206, 1.28897, -3.31339], [2.70452, 1.02414, -3.18482], [2.29755, -0.40927, -2.94904], [0.87285, -0.46427, -3.08530], [0.36172, -1.74475, -2.70006], [2.19899, 1.87144, -2.04546], [4.37997, 2.26220, -3.77677], [4.69225, 0.62519, -4.02998], [4.70398, 1.22021, -2.34908], [2.21364, 1.42329, -4.07610], [2.67390, -0.84357, -2.02203], [2.63337, -1.02992, -3.78949], [0.50990, -1.95633, -1.63898], [0.79352, -2.55191, -3.29159], [-0.71211, -1.71516, -2.86517], [2.70016, 2.74736, -2.19747], [2.71293, 1.51218, -1.23104], [3.27609, 1.51683, 2.19218], [3.96644, 1.40538, 0.84165], [5.47970, 1.51682, 0.88634], [5.86552, 2.81022, 1.27760], [7.26111, 2.98578, 1.30367], [3.51368, 0.15585, 0.18713], [3.51648, 0.71578, 2.89346], [2.19431, 1.41392, 2.07604], [3.38826, 2.48245, 2.69210], [3.59311, 2.16804, 0.15411], [5.88315, 1.27630, -0.10542], [5.89826, 0.76945, 1.57229], [7.82552, 2.24121, 0.73489], [7.59075, 2.96799, 2.34643], [7.63145, 3.93584, 0.91159], [2.49886, 0.12765, 0.16455], [3.81905, -0.72294, 0.60252], [-6.32183, 1.65903, 1.07779], [-6.22784, 0.18641, 1.45377], [-4.88990, -0.15454, 2.10883], [-3.81769, -0.13720, 1.19441], [-2.56937, -0.20675, 1.82238], [-7.32938, -0.03446, 2.43890], [-6.21610, 2.21247, 2.01603], [-7.29881, 1.92545, 0.67925], [-5.48021, 1.95272, 0.44962], [-6.52623, -0.49766, 0.65694], [-4.95161, -1.11621, 2.63555], [-4.69639, 0.57307, 2.90903], [-1.72962, -0.09732, 1.12871], [-2.42443, -1.11570, 2.40658], [-2.36024, 0.69798, 2.41136], [-7.07952, -0.74196, 3.11344], [-7.64415, 0.84269, 2.81854], [-0.34315, -3.13602, 1.30290], [0.87369, -2.62262, 2.08405], [2.19591, -2.80513, 1.39433], [3.24311, -2.23887, 2.15917], [4.49922, -2.69096, 1.69937], [0.62583, -1.19874, 2.45394], [-0.17806, -4.16083, 0.95768], [-0.42768, -2.58698, 0.35675], [-1.30152, -3.05145, 1.80370], [0.88149, -3.10223, 3.06578], [2.14138, -2.25736, 0.44040], [2.28018, -3.87362, 1.16522], [5.18083, -2.78554, 2.54637], [4.97457, -2.04128, 0.96195], [4.47402, -3.70731, 1.29925], [1.52472, -0.89677, 2.82443], [0.56324, -0.60822, 1.62293]], "de_lowest_kj_mol": 232.72, "charge": 1, "spin_multiplicity": 3, "molar_mass_da": 571.1, "homo_lumo_gap_ev": [8.3203, 5.7693]}

***

Record 5
{"formula": "C9H17LiN6OS", "method": "ωB97M-V/def2-TZVPD", "species": ["Li", "N", "H", "H", "H", "C", "C", "N", "C", "S", "N", "C", "C", "H", "H", "H", "H", "H", "H", "H", "H", "H", "H", "H", "H", "N", "C", "O", "C", "C", "N", "C", "N", "H", "H"], "coordinates": [[-0.75684, -2.53766, -0.07223], [-2.11205, -3.95176, 0.44755], [-2.24909, -3.94190, 1.45257], [-1.57856, -4.78774, 0.21471], [-3.02622, -4.05625, 0.02455], [0.11721, 2.63614, -1.16718], [0.69623, 1.87508, 0.02236], [-0.16098, 0.76832, 0.42595], [-0.78477, 0.51135, 1.58098], [-1.21499, -1.07570, 1.99321], [-1.11569, 1.48450, 2.44772], [-1.06608, 2.92884, 2.29141], [0.09057, 3.57273, 3.05650], [0.84765, 3.34442, -1.55980], [-0.78452, 3.18195, -0.88840], [-0.15134, 1.93564, -1.95902], [0.87737, 2.54393, 0.85960], [1.66196, 1.44729, -0.25704], [-0.07100, -0.04810, -0.17332], [-1.52541, 1.12875, 3.29457], [-2.01035, 3.33347, 2.65858], [-1.00750, 3.16197, 1.23022], [-0.09201, 3.53470, 4.13032], [0.20986, 4.61582, 2.76128], [1.02394, 3.04513, 2.85928], [1.31592, -0.88839, -3.04975], [0.92482, -1.88008, -2.21143], [0.09102, -1.59575, -1.29682], [1.49286, -3.16275, -2.39354], [1.11026, -4.18498, -1.51628], [0.74957, -4.99008, -0.76842], [2.44773, -3.38599, -3.40489], [3.23834, -3.49327, -4.23976], [0.88787, 0.01353, -2.96699], [1.92419, -1.08316, -3.82651]], "de_lowest_kj_mol": 38.25, "charge": 0, "spin_multiplicity": 1, "molar_mass_da": 264.3, "homo_lumo_gap_ev": 8.2688}

***

Record 6
{"formula": "CH2OS", "method": "ωB97M-V/def2-TZVPD", "species": ["C", "O", "S", "H", "H"], "coordinates": [[-0.38684, 0.13042, 0.04572], [0.85926, -1.04390, 0.02785], [1.33040, 0.55564, -0.00401], [-0.70273, 0.19856, -0.96817], [-1.10009, 0.15928, 0.89860]], "smiles": "C1OS1", "de_lowest_kj_mol": 249.09, "charge": 0, "spin_multiplicity": 1, "molar_mass_da": 62.1, "homo_lumo_gap_ev": 8.8409}

***

Record 7
{"formula": "C25H36F3N6O3S", "method": "ωB97M-V/def2-TZVPD", "species": ["C", "N", "C", "C", "C", "C", "C", "C", "C", "C", "N", "C", "C", "C", "H", "H", "H", "H", "H", "H", "H", "H", "H", "H", "H", "H", "H", "H", "C", "C", "N", "C", "C", "N", "C", "C", "H", "H", "H", "H", "H", "H", "H", "H", "H", "H", "H", "C", "C", "N", "C", "C", "N", "C", "C", "H", "H", "H", "H", "H", "H", "H", "H", "H", "H", "H", "C", "F", "F", "F", "S", "O", "O", "O"], "coordinates": [[-1.23054, 1.42482, -7.01640], [-0.67254, 0.36297, -7.86601], [0.61268, -0.02182, -7.66664], [1.17960, -0.98862, -8.52816], [0.29963, -1.64377, -9.41548], [-1.04600, -1.24647, -9.51047], [-1.46033, -0.18043, -8.81909], [0.79456, -2.79397, -10.20578], [0.18216, -4.07518, -10.02043], [0.87344, -5.15670, -10.52629], [1.89153, -4.99672, -11.36157], [2.42346, -3.77213, -11.59844], [1.92537, -2.64320, -10.96611], [2.56442, -6.20177, -12.03319], [-0.70839, 1.50346, -6.09344], [-2.25319, 1.27167, -6.73591], [-1.13653, 2.31198, -7.64453], [1.08590, 0.48017, -6.81080], [2.19929, -1.31088, -8.52189], [-1.72030, -1.70577, -10.25063], [-2.51740, 0.13796, -8.78613], [-0.75731, -4.13039, -9.50187], [0.51962, -6.17883, -10.24923], [3.25108, -3.76075, -12.32384], [2.40332, -1.65616, -11.03885], [3.25893, -6.72722, -11.35816], [3.25602, -5.80004, -12.76934], [1.77441, -6.82313, -12.45887], [-3.89362, -0.78675, 7.91363], [-3.82380, -0.91530, 9.44443], [-2.55515, -0.50684, 9.98185], [-2.38897, -0.42825, 11.34887], [-1.17317, 0.08557, 11.62786], [-0.54986, 0.33375, 10.38757], [-1.39680, -0.09702, 9.43693], [0.64211, 1.23272, 10.18539], [-3.06989, -1.33947, 7.42759], [-3.72365, 0.23937, 7.66203], [-4.86389, -1.14143, 7.56018], [-3.87290, -2.00622, 9.62440], [-4.60949, -0.37608, 10.07438], [-3.16203, -0.62946, 12.07560], [-0.57297, 0.22107, 12.51109], [-1.26592, 0.02119, 8.39525], [0.40908, 2.18499, 10.53387], [0.96559, 1.34204, 9.18452], [1.37787, 0.75628, 10.74777], [-0.97903, 1.98891, 0.68185], [-0.75580, 3.18076, 1.64494], [0.70074, 3.26307, 1.79047], [1.53889, 4.31343, 1.60805], [2.78247, 3.93272, 2.02802], [2.72309, 2.66537, 2.50578], [1.39327, 2.29640, 2.40051], [3.74712, 1.87050, 3.22701], [-1.96897, 1.96367, 0.21751], [-0.72142, 1.04903, 1.08663], [-0.35543, 2.24724, -0.20425], [-1.22375, 3.06202, 2.61145], [-1.13888, 4.06190, 1.13925], [1.22031, 5.24038, 1.19561], [3.65442, 4.49868, 1.94766], [0.83059, 1.49218, 2.94362], [4.34789, 1.38244, 2.50204], [3.28422, 1.23902, 4.00396], [4.30450, 2.56391, 3.85960], [-0.10062, 2.38662, 6.39830], [-1.05837, 2.75751, 7.22990], [0.21670, 3.48908, 5.60455], [0.95625, 2.14316, 7.17141], [-0.65893, 0.94334, 5.26400], [-1.50033, 0.10960, 6.10256], [-1.38601, 1.54493, 4.17665], [0.68165, 0.44485, 4.81729]], "charge": 3, "spin_multiplicity": 1, "molar_mass_da": 557.7, "homo_lumo_gap_ev": 5.1956}

***

Record 8
{"formula": "C4H6N2O", "method": "ωB97M-V/def2-TZVPD", "species": ["C", "C", "O", "C", "N", "C", "N", "H", "H", "H", "H", "H", "H"], "coordinates": [[-1.71727, 0.66304, -0.29223], [-0.63554, -0.38581, 0.01473], [0.18049, -0.66132, -1.13816], [1.40894, -0.47658, -0.58048], [2.51421, -0.71025, -1.12156], [0.88499, -0.04054, 0.72337], [1.15151, 0.38519, 1.87879], [-2.29877, 0.36732, -1.18084], [-2.44384, 0.77694, 0.52365], [-1.27499, 1.63911, -0.50289], [-1.13119, -1.32292, 0.34467], [0.08863, 0.25568, 1.81123], [3.27283, -0.48986, -0.48028]], "de_lowest_kj_mol": 375.37, "charge": 0, "spin_multiplicity": 1, "molar_mass_da": 98.1, "homo_lumo_gap_ev": 10.2611}